Density functional theory data (ωB97M-V/def2-TZVPD) for a cluster of 12 separate species, C59H142F5N9O23S3 in total.

Last column: Löwdin charge in e.
Cartesian coordinates (Å):
N: -1.2710 -0.5927 1.1343  -0.2876
S: -0.4894 -0.2826 -0.0882  0.3882
O: 0.7354 -1.0554 -0.2958  -0.3046
O: -0.5389 1.0629 -0.6486  -0.3102
F: -1.6000 -0.9734 -1.0008  -0.2317
S: -0.1096 -0.0639 2.2296  0.5909
O: 0.3383 1.3066 2.2417  -0.2830
O: 0.9121 -1.0579 2.6496  -0.3165
F: -1.0885 -0.0412 3.5417  -0.2456
C: 8.6659 9.5976 11.1516  -0.0782
O: 9.1901 8.5194 11.9226  -0.1879
C: 10.3893 7.9501 11.4406  -0.2057
C: 10.2853 6.9804 10.2592  -0.0493
N: 9.4155 5.7185 10.6019  0.0806
H: 9.6053 5.0595 9.8604  0.1565
H: 9.6889 5.2318 11.4436  0.1671
C: 7.8709 5.9405 10.7286  -0.0407
C: 7.3170 4.4843 10.6746  -0.2168
O: 7.3785 3.8644 9.4240  -0.1607
C: 6.4546 4.3701 8.4758  -0.0806
H: 7.7053 10.0031 11.4694  0.0995
H: 8.7090 9.3931 10.0818  0.0816
H: 9.3396 10.4445 11.2818  0.0922
H: 10.7801 7.3865 12.2878  0.1342
H: 11.1522 8.6977 11.2232  0.1381
H: 11.2607 6.5476 10.0369  0.1356
H: 9.8452 7.4231 9.3656  0.1276
H: 7.5607 6.6296 9.9431  0.1247
H: 7.7015 6.4044 11.7003  0.1311
H: 6.2924 4.5738 11.0357  0.1304
H: 7.7375 3.8641 11.4661  0.1386
H: 6.6636 5.4016 8.1923  0.0827
H: 5.4336 4.2843 8.8477  0.0970
H: 6.3935 3.7688 7.5687  0.1020
C: 1.4536 1.4338 -9.9196  -0.0791
O: 0.6125 1.5406 -11.0805  -0.2127
C: -0.5878 0.6997 -10.9538  -0.1687
C: -1.4790 0.7011 -12.2542  -0.0168
N: -0.5563 0.3742 -13.4913  0.0801
H: 0.2279 1.0104 -13.5111  0.1652
H: -0.0800 -0.4921 -13.2847  0.1569
C: -1.1029 0.0075 -14.8710  -0.0667
C: -1.8175 1.1397 -15.5605  -0.2428
O: -2.9008 1.6574 -14.8494  -0.2074
C: -3.8762 2.4298 -15.5726  -0.0532
H: 1.9010 0.4405 -9.8851  0.0869
H: 0.8008 1.5387 -9.0531  0.0892
H: 2.2613 2.1612 -9.8380  0.0984
H: -1.1985 1.1458 -10.1689  0.1317
H: -0.2862 -0.3134 -10.6876  0.1205
H: -1.7567 1.7504 -12.3539  0.1319
H: -2.2303 -0.0877 -12.2159  0.1395
H: -1.8631 -0.7671 -14.7702  0.1435
H: -0.2447 -0.2664 -15.4846  0.1448
H: -2.1450 0.8449 -16.5575  0.1366
H: -1.1844 2.0058 -15.7531  0.1343
H: -4.3244 1.8468 -16.3772  0.0971
H: -3.5058 3.4313 -15.7913  0.0980
H: -4.7308 2.5774 -14.9123  0.0928
C: -8.5648 2.8694 -0.5420  -0.0804
O: -9.0320 2.3382 0.6737  -0.1738
C: -8.3689 1.2139 1.1722  -0.2255
C: -9.3263 0.2825 1.8368  -0.0824
N: -10.3361 -0.2759 0.8119  0.1055
H: -10.8954 0.5384 0.6014  0.1662
H: -9.8958 -0.6094 -0.0337  0.1794
C: -11.2564 -1.3716 1.4009  -0.0743
C: -12.1626 -0.9358 2.5503  -0.1782
O: -13.0710 0.1909 2.2241  -0.1709
C: -14.0043 0.3665 3.2582  -0.1146
H: -7.4894 2.9188 -0.7129  0.0969
H: -8.9499 3.8830 -0.6539  0.0998
H: -8.9471 2.2093 -1.3207  0.0958
H: -7.5495 1.4476 1.8519  0.1422
H: -7.9495 0.6295 0.3532  0.1350
H: -9.9517 0.5821 2.6778  0.1321
H: -8.7101 -0.5322 2.2171  0.1372
H: -10.6274 -2.2263 1.6500  0.1349
H: -11.8664 -1.8166 0.6148  0.1398
H: -11.5538 -0.7380 3.4325  0.1158
H: -12.7027 -1.8574 2.7676  0.1326
H: -14.7030 1.1418 2.9436  0.1012
H: -13.5199 0.5978 4.2069  0.0921
H: -14.6579 -0.4929 3.4076  0.0928
C: -6.9993 -8.7166 1.8307  -0.1155
O: -6.1993 -7.5946 1.7206  -0.1419
C: -5.1256 -7.9675 0.9570  -0.2555
C: -4.0971 -6.8286 0.8403  -0.0357
N: -3.7295 -6.3157 2.2592  0.0828
H: -3.2619 -5.4276 2.1463  0.1673
H: -4.6057 -6.1701 2.7399  0.1441
C: -3.0095 -7.1998 3.3762  -0.0225
C: -1.7026 -7.8247 2.8654  -0.2128
O: -0.9492 -6.8438 2.1605  -0.1768
C: 0.2164 -7.4558 1.5730  -0.0773
H: -6.5560 -9.6947 1.6442  0.0951
H: -7.8077 -8.7282 1.0996  0.1032
H: -7.4093 -8.8474 2.8321  0.1028
H: -5.4481 -8.2985 -0.0301  0.1434
H: -4.5398 -8.7745 1.3972  0.1233
H: -4.4419 -5.9021 0.3812  0.1397
H: -3.1741 -7.1892 0.3863  0.1301
H: -3.7359 -7.9512 3.6856  0.1275
H: -3.0030 -6.5310 4.2369  0.1382
H: -1.9041 -8.7239 2.2831  0.1227
H: -1.1318 -8.1873 3.7203  0.1381
H: 0.7904 -8.1480 2.1890  0.0922
H: 0.9045 -6.6453 1.3327  0.1025
H: -0.0259 -8.0796 0.7127  0.0850
C: -7.0738 4.0164 15.1648  -0.0866
O: -7.0387 3.2649 13.9663  -0.1999
C: -5.8949 2.3991 13.8822  -0.1865
C: -6.1153 1.3354 12.8409  -0.0624
N: -6.5573 1.8328 11.4481  0.0836
H: -7.0081 1.0657 10.9702  0.1691
H: -7.3595 2.4425 11.5179  0.1566
C: -5.4168 2.5083 10.6088  -0.0508
C: -5.8506 3.1072 9.2857  -0.1971
O: -6.7945 4.1622 9.6528  -0.1768
C: -7.1883 4.8264 8.4144  -0.0910
H: -6.9803 3.4252 16.0757  0.0954
H: -7.9556 4.6515 15.2500  0.0986
H: -6.1970 4.6605 15.0977  0.0921
H: -5.5496 2.0396 14.8515  0.1459
H: -5.1310 3.0747 13.4974  0.1209
H: -6.8999 0.6412 13.1420  0.1402
H: -5.2285 0.7698 12.5549  0.1421
H: -4.7309 1.7103 10.3244  0.1406
H: -5.0119 3.2728 11.2718  0.1366
H: -6.2818 2.3879 8.5895  0.1253
H: -4.9903 3.4935 8.7391  0.1362
H: -7.6464 4.2299 7.6255  0.0864
H: -6.4478 5.4174 7.8753  0.0886
H: -7.8816 5.5994 8.7459  0.0927
C: -1.0864 -8.1896 -5.5773  -0.0630
O: -2.2292 -8.8247 -6.2487  -0.2377
C: -3.1607 -7.8073 -6.7706  -0.1246
C: -4.3463 -8.5389 -7.5491  -0.0283
N: -3.7906 -9.3367 -8.7771  0.0877
H: -4.5178 -9.5180 -9.4542  0.1662
H: -3.1446 -8.7609 -9.2978  0.1680
C: -3.1861 -10.7241 -8.5216  -0.0761
C: -4.0820 -11.6610 -7.7004  -0.1429
O: -4.4840 -11.1880 -6.3448  -0.2155
C: -3.5542 -11.6617 -5.3420  -0.0850
H: -0.4380 -9.0517 -5.4206  0.0917
H: -1.1939 -7.5371 -4.7108  0.0932
H: -0.5518 -7.5981 -6.3206  0.0813
H: -2.6643 -7.0829 -7.4163  0.1217
H: -3.5933 -7.3952 -5.8590  0.1324
H: -5.0405 -7.8537 -8.0357  0.1297
H: -5.0366 -9.1514 -6.9692  0.1204
H: -2.1913 -10.6775 -8.0784  0.1278
H: -3.1909 -11.1593 -9.5210  0.1351
H: -3.6719 -12.6552 -7.5230  0.1312
H: -4.9942 -11.8580 -8.2637  0.1284
H: -3.7678 -11.3328 -4.3250  0.0916
H: -2.5382 -11.3241 -5.5465  0.0755
H: -3.5985 -12.7497 -5.2924  0.0909
C: -0.7308 8.8274 -0.3352  -0.0815
C: 0.5666 8.8366 -1.1611  -0.2664
C: 1.2315 10.1613 -1.1905  -0.0986
N: 2.6547 10.1516 -1.9122  -0.2237
C: 3.0107 9.0147 -2.8587  -0.0865
C: 2.2730 9.1473 -4.2546  -0.1499
C: 2.5589 10.4422 -4.9704  -0.1898
C: 2.1860 11.6117 -4.0421  -0.1371
C: 2.9109 11.5300 -2.6097  -0.0588
C: 3.6563 10.0314 -0.7055  0.0399
H: -0.6324 8.9979 0.7368  0.0801
H: -1.3695 7.9472 -0.4089  0.0836
H: -1.3807 9.6046 -0.7373  0.0776
H: 0.2553 8.4513 -2.1320  0.1095
H: 1.2085 8.0148 -0.8437  0.1124
H: 1.2920 10.6849 -0.2364  0.1414
H: 0.5477 10.6299 -1.8983  0.1251
H: 2.7479 8.0605 -2.4021  0.1241
H: 4.0971 8.9313 -2.8902  0.1331
H: 1.1944 9.0696 -4.1180  0.1045
H: 2.4751 8.2391 -4.8225  0.1229
H: 2.0273 10.6090 -5.9073  0.1225
H: 3.6320 10.4785 -5.1585  0.1199
H: 1.1042 11.6759 -3.9251  0.1056
H: 2.4422 12.6036 -4.4144  0.1169
H: 2.6984 12.3548 -1.9294  0.1289
H: 3.9949 11.5243 -2.7238  0.1266
H: 3.5950 11.0173 -0.2447  0.1003
H: 4.6653 9.8799 -1.0890  0.1068
H: 3.2810 9.2335 -0.0647  0.1107
C: 13.3784 -5.1226 -0.4719  -0.0928
C: 12.5662 -4.4094 -1.5610  -0.2224
C: 12.1643 -5.3952 -2.7526  -0.0529
N: 11.2586 -4.7540 -3.9142  -0.2477
C: 11.0719 -5.7634 -5.0528  -0.0737
C: 9.9961 -5.1913 -6.0923  -0.1722
C: 8.6746 -4.8642 -5.4702  -0.1801
C: 8.8553 -3.8037 -4.3256  -0.1350
C: 9.9083 -4.2379 -3.3215  -0.1017
C: 11.9917 -3.5536 -4.5967  0.0469
H: 13.7528 -4.3588 0.2096  0.0848
H: 14.2189 -5.6960 -0.8629  0.0806
H: 12.7578 -5.7766 0.1407  0.0796
H: 13.1211 -3.5385 -1.9099  0.1014
H: 11.6889 -3.9762 -1.0807  0.1036
H: 11.6969 -6.3033 -2.3717  0.1310
H: 13.1082 -5.5431 -3.2772  0.1236
H: 10.7497 -6.6343 -4.4820  0.1287
H: 12.0843 -5.9471 -5.4123  0.1252
H: 9.9664 -6.0442 -6.7703  0.1159
H: 10.2501 -4.3982 -6.7956  0.1172
H: 8.2683 -5.7948 -5.0738  0.1160
H: 8.0748 -4.5380 -6.3198  0.1179
H: 7.9571 -3.5590 -3.7587  0.1285
H: 9.2459 -2.8903 -4.7742  0.1119
H: 9.5326 -4.9459 -2.5828  0.1387
H: 10.2723 -3.3486 -2.8068  0.1252
H: 12.8580 -3.9925 -5.0918  0.1068
H: 12.3497 -2.9399 -3.7701  0.0963
H: 11.3539 -3.0616 -5.3309  0.0986
C: -7.5344 -0.9249 -7.0095  -0.0632
C: -8.4371 -1.3656 -5.8500  -0.8130
O: -8.1800 -2.4581 -5.3261  -0.1320
O: -9.4471 -0.7133 -5.4280  -0.1425
H: -6.5076 -0.7532 -6.6865  0.0480
H: -7.8979 -0.0019 -7.4611  0.0535
H: -7.4181 -1.7165 -7.7497  0.0504
C: 1.2278 -1.6663 11.5005  -0.0753
C: 0.9196 -2.4600 12.7861  -0.8093
O: 0.4727 -1.8730 13.7890  -0.1122
O: 1.1485 -3.7078 12.7068  -0.1372
H: 2.2998 -1.5774 11.3244  0.0477
H: 0.8883 -0.6361 11.6082  0.0391
H: 0.8445 -2.1833 10.6208  0.0475
C: 7.9817 2.6108 0.3787  -0.6189
F: 6.8324 3.3324 0.6407  0.0628
F: 8.7285 2.6891 1.4313  0.1477
F: 7.6306 1.3201 0.1096  0.0806
S: 8.9243 3.3869 -1.1952  0.5097
O: 9.0716 4.8369 -0.9078  -0.3930
O: 10.2642 2.8124 -1.3152  -0.3802
O: 8.0302 3.0120 -2.3430  -0.4087

Summary:
- Total charge: +4
- Calculated total energy: -6248.458030 a.u.
- Energy above the lowest of the compared OMol25 structures with the same formula, charge and spin: 147.0 kcal/mol
- HOMO-LUMO gap: 2.706 eV